# 1
C31H33CoN3PS3 | wB97M-V/def2-TZVPD

Total charge   +2
Gap between HOMO and LUMO (spin up / spin down)   7.024 / 5.078 eV
E_LUMO (spin up / spin down)   -6.57 / -8.47 eV
Energy above the lowest of the compared OMol25 structures with the same formula, charge and spin   35.12 kcal per mole
Total energy   -116561.79037 eV

Atoms and positions in Å:
C 2.316 4.429 1.437
C 2.385 -3.165 -4.139
H 1.595 -1.319 -3.365
P 0.573 0.790 1.016
C 4.285 -0.813 3.177
S 0.950 -4.816 -0.223
H -2.245 -0.209 4.938
H -3.588 -1.377 0.675
H -3.057 2.108 5.193
H 1.100 4.930 -1.677
H -2.732 -2.297 -3.755
H -3.556 2.033 -0.331
H -3.902 -0.613 -2.257
C 1.258 2.439 0.607
C 0.987 3.085 -0.594
C -1.914 -1.848 -3.172
C -2.563 1.602 -0.512
C 1.346 4.413 -0.761
C 1.752 -2.376 -3.207
H 5.202 -1.115 3.658
H 1.368 0.735 3.886
H -4.326 -2.126 -1.473
C -1.930 0.553 4.243
H -0.763 3.303 1.804
C -2.387 1.856 4.388
H 2.280 6.122 0.132
C -3.630 -0.614 -0.105
C 2.130 0.238 3.302
C 1.961 0.044 1.931
S -0.573 -2.616 1.268
H -2.154 -2.723 -1.357
C -1.974 2.837 3.499
H 2.754 -2.725 -5.052
C 1.300 -2.970 -2.025
H 2.838 4.940 2.231
H -1.037 -2.488 -3.286
H -2.507 0.034 -4.122
H 3.089 -5.129 -4.659
C 2.587 -4.533 -3.914
C 2.004 5.086 0.256
H 3.430 -0.005 4.971
C -1.096 2.526 2.476
H -0.909 -0.554 -4.582
H 4.859 -1.564 1.253
N -2.239 -1.785 -1.744
Co -0.573 -0.731 -0.475
C 1.541 -4.350 -1.790
N 0.623 -2.353 -1.021
C 4.099 -1.052 1.823
H -0.716 -0.786 3.107
C 3.294 -0.182 3.915
H -3.166 1.326 -2.586
H -2.110 2.704 -2.287
C -3.601 -1.304 -1.471
H -1.821 2.228 -0.010
H -2.345 0.390 1.082
C -1.063 0.233 3.216
C 1.948 3.111 1.617
C 0.362 -3.182 -0.019
C 2.185 -5.132 -2.737
C 2.944 -0.623 1.198
C -1.613 -0.465 -3.756
H 0.503 2.554 -1.402
C -2.307 1.666 -2.014
H 2.181 2.606 2.542
N -2.462 0.260 0.076
H -2.321 3.853 3.605
C -0.614 1.224 2.339
H 2.796 -0.784 0.137
H -4.569 -0.061 0.001
H 2.377 -6.175 -2.545
S -0.841 0.701 -2.578

Results of the Löwdin charge analysis, in e, for atoms 1 through 6: atom 1 (C): -0.04, atom 2 (C): -0.05, atom 3 (H): 0.11, atom 4 (P): 1.12, atom 5 (C): -0.04, atom 6 (S): 1.12

---

# 2
C7H4CuNO3STe4 | wB97M-V/def2-TZVPD

Total charge   -2
Gap between HOMO and LUMO   4.522 eV
E_LUMO   4.37 eV
Total energy   -99608.00383 eV

Atoms and positions in Å:
C -2.414 0.000 1.090
Te 5.968 0.000 3.384
Cu 3.357 0.000 0.320
C -1.261 0.000 -1.013
H -2.442 0.000 -2.813
C 0.189 0.000 0.895
C -3.614 0.000 0.390
H -4.554 0.000 0.929
H -2.371 0.000 2.172
C -1.238 0.000 0.361
H -4.576 0.000 -1.528
Te 5.343 0.000 -1.087
O 0.671 -1.228 -2.287
Te 3.215 0.000 2.886
Te 7.212 0.000 0.895
S 0.427 0.000 -1.569
O 0.671 1.228 -2.287
C -2.441 0.000 -1.731
C -3.626 0.000 -1.005
N 1.096 0.000 -0.104
O 0.388 0.000 2.100

Results of the natural (NBO) charge analysis, in e, for atoms 1 through 6: atom 1 (C): -0.18, atom 2 (Te): -0.28, atom 3 (Cu): 0.63, atom 4 (C): -0.23, atom 5 (H): 0.22, atom 6 (C): 0.63

---

# 3
C3H9NO2 | wB97M-V/def2-TZVPD

Total charge   0
Gap between HOMO and LUMO   10.268 eV
E_LUMO   0.89 eV
Energy above the lowest of the compared OMol25 structures with the same formula, charge and spin   62.89 kcal per mole
SMILES   C=CO.NCO
Total energy   -8840.22798 eV

Atoms and positions in Å:
H 0.134 0.774 -1.222
C 2.822 0.016 -1.787
O -1.577 0.177 0.255
H -2.482 -0.135 0.141
H 2.806 -0.939 -1.265
H 1.792 1.315 -3.032
H -2.366 -1.275 2.809
C 1.711 0.595 -2.231
H -0.386 0.446 1.889
N -2.061 -0.329 2.658
C -1.132 -0.282 1.518
H -0.731 -1.257 1.325
H 3.794 0.424 -1.956
H -2.785 0.366 2.751
O 0.459 0.104 -1.853

Results of the natural (NBO) charge analysis, in e, for atoms 1 through 6: atom 1 (H): 0.49, atom 2 (C): -0.46, atom 3 (O): -0.74, atom 4 (H): 0.47, atom 5 (H): 0.20, atom 6 (H): 0.17